Below is a cluster of 17 separate species, C68H187N17O17 in total in a non-equilibrium geometry, with properties calculated with ωB97M-V/def2-TZVPD.

Results
Electronic energy (hartree): -4912.4320
Frontier orbital gap (eV): 8.40
Energy relative to the best compared isomer or geometry (same formula, charge and spin) (eV): 6.272
Total charge: 0
HOMO level (eV): -8.173

Each line ends with the Löwdin charge.
Cartesian coordinates (Å):
O  5.82456  -1.81743  1.50015  -0.19
O  -0.73233  -2.45372  3.14563  -0.25
O  -1.37316  6.98669  0.49227  -0.23
O  -2.39025  2.05121  6.92466  -0.20
O  0.73476  -1.61017  -6.63432  -0.20
O  0.93539  -6.11608  1.99862  -0.18
O  -0.54341  0.26382  1.89469  -0.19
O  -3.75148  6.82552  5.55420  -0.15
O  -2.54983  2.71008  -4.32373  -0.22
O  3.00655  -4.47704  -3.75972  -0.20
O  3.27005  0.66513  5.38164  -0.18
O  -5.19280  -1.86631  -1.67909  -0.20
O  2.66126  3.96079  1.72043  -0.18
O  5.99558  -2.44432  -5.75827  -0.18
O  -0.73767  -6.39227  -3.26067  -0.20
O  -4.32332  1.96506  0.53693  -0.20
O  3.83442  1.78827  -4.57618  -0.17
N  -2.65552  -3.57764  1.67779  0.06
N  -4.75307  9.23780  8.27283  0.03
N  0.61029  -1.96160  0.63147  0.06
N  -5.66111  4.11912  1.96828  0.05
N  5.71537  -5.43616  -3.59147  0.06
N  2.23274  -2.28600  -8.88646  0.03
N  -1.71016  -3.19003  -1.11101  0.06
N  5.90410  -3.68135  -0.74421  0.05
N  -1.27399  4.94339  -2.78420  0.06
N  -5.23845  3.57125  -5.05712  0.05
N  2.81477  -3.85201  -0.07770  0.02
N  -1.70039  -8.84085  -0.73457  0.04
N  1.53843  3.83800  -2.42532  0.06
N  0.65337  6.87478  2.52096  0.02
N  8.22990  0.33107  -6.69338  0.01
N  -3.90837  -1.29136  6.13609  0.05
N  1.78772  0.05889  8.81090  0.05
C  -0.44969  -6.34572  2.28348  -0.10
C  -1.72943  5.33103  -1.41200  -0.37
C  -6.48664  -2.40433  -1.92676  -0.09
C  -4.66361  1.89898  1.95838  -0.18
C  -3.22916  -7.14058  -1.62971  -0.07
C  -2.10637  -2.30194  3.58739  -0.16
C  -5.72065  3.92405  -2.72275  -0.06
C  1.62398  5.81564  2.74640  -0.40
C  -0.15767  0.30298  0.57841  -0.23
C  -4.68902  7.87918  7.62574  -0.44
C  -2.74205  -2.29033  -1.49610  -0.42
C  -3.07759  5.86138  6.24328  -0.18
C  -1.47592  4.15270  -0.51256  -0.06
C  8.70321  -1.35528  -5.31282  -0.10
C  -1.00146  6.65092  -0.90939  -0.11
C  1.97252  -0.92576  -8.43535  -0.45
C  3.27140  -5.60583  -2.97489  -0.21
C  -2.30734  -1.67986  -2.83876  -0.05
C  4.63800  -2.87305  -5.81585  -0.08
C  -3.59275  2.68530  -3.35826  -0.21
C  -2.62460  0.69706  7.00586  -0.21
C  2.46028  1.54869  4.67859  -0.12
C  5.46217  -1.55698  0.17250  -0.25
C  -4.85237  3.26318  4.07337  -0.04
C  -4.63997  3.76792  -3.75979  -0.44
C  -2.00917  -7.93766  -1.87578  -0.44
C  2.39219  0.81562  7.73787  -0.46
C  1.54658  -0.61643  -1.04070  -0.02
C  1.17575  -4.97219  1.19162  -0.18
C  -1.36572  2.57780  7.74555  -0.07
C  -4.20410  -2.85328  -1.46118  -0.17
C  3.28406  0.48401  -4.53182  -0.10
C  5.01398  -7.63866  -2.84877  -0.07
C  4.51724  -6.33455  -3.56451  -0.37
C  -3.98837  8.01033  6.30089  -0.21
C  2.71908  -0.04551  6.50421  -0.18
C  3.69685  1.53495  8.22611  -0.03
C  -0.77709  -7.08613  -4.48090  -0.10
C  6.25784  -1.13186  -6.05291  -0.21
C  0.54522  -0.91880  -7.86197  -0.21
C  -0.98923  1.53075  2.40744  -0.04
C  1.52222  3.70460  -4.83506  -0.06
C  -0.78534  -7.09428  -2.11352  -0.26
C  6.24591  -2.29717  -0.85090  -0.43
C  -0.57997  -1.99542  -6.08754  -0.07
C  3.48716  -4.49157  2.00132  -0.04
C  -1.53387  1.71400  -4.17083  -0.06
C  7.78530  -1.02456  -6.45331  -0.41
C  5.28943  -0.88536  2.44736  -0.08
C  1.93422  3.00183  -3.58044  -0.45
C  6.04081  -1.86387  -2.30297  -0.03
C  2.14957  -0.03873  -9.61495  -0.07
C  2.79339  3.07820  0.60647  -0.08
C  3.40744  2.60406  -3.47630  -0.18
C  2.67216  -4.93264  0.80398  -0.41
C  0.14762  -2.13724  4.19858  -0.10
C  -3.76544  0.12562  6.09376  -0.44
C  -3.10533  -2.46130  2.43835  -0.42
C  1.59576  4.82625  1.55452  -0.24
C  -5.08928  0.78420  6.46920  -0.07
C  -6.10332  7.35046  7.51414  -0.05
C  1.07385  5.16853  4.00641  -0.06
C  1.59436  -4.19019  -3.82221  -0.05
C  -4.39205  0.72871  -0.12645  -0.11
C  -4.61698  3.29282  2.52438  -0.43
C  0.97977  -0.63042  0.43178  -0.42
C  -2.58230  7.70421  0.53793  -0.12
C  -4.56104  -2.76558  2.85130  -0.04
H  -1.63879  2.39444  8.78474  0.09
H  -2.26134  -1.30194  3.99247  0.11
H  1.18778  -2.40712  4.01602  0.09
H  -3.03552  8.50065  6.50029  0.12
H  1.86701  4.48556  4.31063  0.06
H  2.54400  6.38116  2.89419  0.15
H  -1.70554  -3.92929  -1.79919  0.07
H  3.89767  2.27686  7.45323  0.07
H  2.20832  0.48887  -4.70747  0.07
H  -2.59625  8.68236  0.05717  0.09
H  -6.53180  7.97244  6.72824  0.09
H  -3.94695  -7.82770  -1.18166  0.08
H  0.59991  4.39559  1.45012  0.10
H  -3.09603  -1.01408  -3.18916  0.07
H  2.46105  -3.02190  0.37605  0.04
H  4.92846  -3.75475  -0.99485  0.04
H  -0.76206  1.96644  -4.89793  0.08
H  0.19933  -1.06220  4.37095  0.07
H  -0.03537  -2.15676  -0.12030  0.05
H  3.07143  -5.80602  0.28833  0.14
H  -0.37297  2.14233  7.63192  0.07
H  3.99655  3.52110  -3.48464  0.13
H  1.92434  0.98544  -9.31756  0.08
H  -4.34776  -3.67534  -2.16239  0.12
H  -2.65279  5.14096  5.54426  0.08
H  1.88663  -2.89138  -8.15583  0.06
H  5.40273  -4.72918  -4.24149  0.01
H  -0.09908  -1.33457  -8.63666  0.13
H  -6.63912  7.56616  8.43853  0.07
H  -1.00903  -0.04542  -0.00632  0.13
H  0.06529  -7.74587  -4.68883  0.10
H  -6.48528  -3.37185  -2.42877  0.08
H  0.54551  -5.16334  0.32308  0.11
H  -2.61209  -4.34141  2.33723  0.07
H  3.20032  -0.06979  -9.90318  0.09
H  7.26754  -2.14131  -0.50435  0.15
H  1.06073  -0.46394  8.34375  0.06
H  1.43245  2.04550  -3.43287  0.11
H  -0.72149  -6.29031  -1.38027  0.11
H  8.46793  0.35749  -7.67457  0.07
H  3.61671  2.36901  0.69190  0.09
H  5.91005  -0.41758  -5.30662  0.11
H  -4.45867  3.41331  -5.67930  0.07
H  -5.27299  9.17116  9.13615  0.06
H  4.53268  -4.51210  1.69380  0.07
H  -4.03121  4.67171  -3.73420  0.13
H  2.93386  1.94061  3.77846  0.09
H  -5.15691  -3.03148  1.97819  0.07
H  -7.02282  -1.73554  -2.60008  0.09
H  5.60390  -0.49268  -0.01535  0.12
H  0.14341  -7.66080  -2.04581  0.13
H  -1.08859  7.49802  -1.58977  0.12
H  -3.58118  0.41672  5.05964  0.11
H  -2.79633  5.53831  -1.49472  0.12
H  -0.59600  -7.34334  2.69757  0.09
H  3.52592  2.00771  9.19326  0.08
H  5.48100  0.16144  2.21154  0.08
H  -5.29302  4.00665  -1.72354  0.07
H  -0.25219  2.32621  2.29733  0.08
H  2.52739  -0.57946  9.06678  0.07
H  -3.05235  -6.40335  -0.84656  0.07
H  -5.54870  0.30612  7.33434  0.08
H  6.48779  -2.63345  -2.93230  0.07
H  -0.13554  -2.59502  5.14640  0.09
H  1.82705  0.40114  -1.31271  0.06
H  1.90086  -0.62358  6.07474  0.10
H  5.35333  -7.46979  -1.82679  0.07
H  1.49017  1.20287  4.32165  0.08
H  3.43675  -5.46344  -1.90694  0.09
H  -1.80115  -8.41795  0.17707  0.05
H  -7.00353  -2.60472  -0.98827  0.09
H  -2.77656  0.34197  8.02513  0.13
H  -1.89716  1.77353  1.85533  0.07
H  -4.63886  -3.58457  3.56635  0.08
H  0.90048  5.86587  4.82601  0.08
H  1.95537  4.75154  -2.53355  0.08
H  5.81207  -3.84936  0.24746  0.05
H  1.26230  -4.10565  -2.78747  0.08
H  1.63133  3.08364  -5.72423  0.08
H  -3.30935  2.86091  -2.32049  0.09
H  2.29625  2.42861  5.30061  0.07
H  -0.51295  3.72957  -0.79852  0.06
H  3.38619  -0.01715  -3.56928  0.08
H  2.72117  -0.72977  -7.66775  0.12
H  -1.27014  1.31187  3.43762  0.09
H  3.12347  -3.58788  2.49041  0.08
H  -4.74736  -1.65303  5.70551  0.07
H  1.74538  -2.63102  -9.70104  0.07
H  4.99882  -1.78404  -2.61278  0.07
H  -3.42493  7.18330  0.08326  0.08
H  -5.87951  3.04714  4.36731  0.08
H  0.80081  -0.86921  -1.79439  0.06
H  -3.85406  9.61748  8.53307  0.06
H  -5.30997  5.06285  1.88965  0.07
H  4.48970  0.78700  8.23367  0.08
H  1.85725  2.52583  0.52502  0.06
H  -1.06283  -6.36436  1.38248  0.06
H  -2.26750  -9.67273  -0.65414  0.07
H  -1.25580  -1.15278  -5.94157  0.07
H  -2.26502  -2.43691  -3.62183  0.07
H  -2.18733  6.18956  6.77978  0.09
H  -5.17273  -1.98972  3.31171  0.06
H  -1.92967  4.25880  -3.13279  0.03
H  5.70677  -0.90633  -6.96591  0.12
H  4.11883  -2.57535  -6.72686  0.08
H  -1.74540  0.27566  6.51848  0.12
H  -4.48267  8.71477  5.63191  0.13
H  -5.64657  1.45716  2.12177  0.14
H  -3.68224  3.76009  2.21452  0.13
H  8.76141  -2.42819  -5.12958  0.08
H  -3.47666  -6.66530  -2.57889  0.09
H  -2.99113  -1.56130  1.83416  0.12
H  1.70266  5.44120  0.66093  0.11
H  -5.39073  0.29924  -0.20579  0.09
H  4.38306  -1.68578  0.08885  0.10
H  4.21048  -8.37413  -2.80942  0.06
H  -5.76405  2.72296  -5.21280  0.08
H  -2.16848  -3.61636  -0.31836  0.03
H  -3.90831  -1.56423  7.10853  0.08
H  -4.04403  2.70151  4.54157  0.06
H  3.43173  -0.82313  6.77906  0.12
H  0.46461  3.93238  -4.70214  0.06
H  -0.18017  6.51226  2.08064  0.04
H  -4.97397  1.85936  6.60650  0.07
H  -4.04088  0.78735  -1.15667  0.07
H  -1.57188  4.29314  0.56408  0.07
H  1.46452  -3.27119  -4.39378  0.07
H  -6.34418  3.03036  -2.69776  0.08
H  5.84348  -8.11962  -3.36714  0.07
H  -5.82866  0.64735  5.68009  0.07
H  9.75377  -1.11870  -5.48148  0.07
H  0.86497  -4.09248  1.75519  0.10
H  3.67935  -0.11553  -5.35182  0.06
H  8.40197  -0.69955  -4.49590  0.08
H  -1.17286  1.72025  -3.14236  0.09
H  -5.67194  3.71935  1.04083  0.05
H  1.46791  -0.21784  -10.44643  0.08
H  0.97467  7.47257  1.77296  0.06
H  4.20724  -1.01177  2.41580  0.07
H  -1.68182  -7.67953  -4.61294  0.08
H  -0.82361  -6.30923  -5.24402  0.09
H  -4.70315  4.23394  4.54606  0.06
H  -1.68320  -3.30442  1.68332  0.05
H  2.05940  4.63511  -5.01859  0.09
H  -2.09780  3.29339  -0.76347  0.05
H  -3.71632  -0.01765  0.29119  0.06
H  0.31346  0.11462  -7.60419  0.12
H  -2.27560  -3.12721  4.27904  0.13
H  2.41068  -1.26163  -1.19926  0.06
H  -1.50260  5.76579  -3.32408  0.09
H  2.91316  3.76280  -0.23322  0.07
H  7.39755  0.90253  -6.66643  0.06
H  1.75770  1.59463  7.31518  0.10
H  -4.40855  -3.32103  -0.49811  0.11
H  5.75378  -1.16954  3.39167  0.09
H  1.05743  -5.01691  -4.28735  0.07
H  0.08524  6.56641  -0.90960  0.11
H  3.34631  -5.20800  2.81063  0.08
H  -2.70886  -1.46711  -0.78245  0.10
H  4.31211  -6.64052  -4.59038  0.13
H  -2.28385  -8.63150  -2.67029  0.14
H  -1.33697  -1.19408  -2.94123  0.06
H  -1.07592  -2.71068  -6.74369  0.09
H  0.55513  3.98566  -2.60259  0.00
H  -1.97726  0.74340  -4.39321  0.06
H  0.09115  -2.00259  1.49687  0.05
H  0.16046  4.60554  3.81445  0.07
H  2.44482  -6.31598  -2.99829  0.11
H  -2.80691  7.82803  1.59733  0.09
H  -6.34357  4.77645  -2.99388  0.08
H  0.14191  1.32676  0.35427  0.11
H  3.63575  2.11332  -2.53017  0.11
H  -3.95080  1.65579  -3.35597  0.12
H  -1.40125  3.65548  7.58603  0.08
H  4.03681  -2.46402  -5.00384  0.07
H  -0.87304  -5.67115  3.02767  0.07
H  2.29087  -3.86302  -0.94114  0.06
H  1.84226  -0.42567  1.06603  0.14
H  4.66025  -3.95753  -5.70850  0.08
H  -6.18714  6.30378  7.22167  0.08
H  -3.94988  1.26384  2.48307  0.10
H  -0.52208  -2.37649  -5.06797  0.05
H  6.57070  -0.92047  -2.43459  0.08
H  8.12750  -1.56553  -7.33556  0.14
H  -4.02864  7.25818  8.23102  0.12
H  5.82058  -4.93278  -2.72220  0.03
H  -3.62153  5.18335  6.90093  0.09